Version P
DFT (ωB97M-V with the def2-TZVPD basis set) results for a 2-piece molecular cluster, C4H13NO overall.

The value obtained for the gap between HOMO and LUMO (alpha / beta) is 0.4092 / 0.2257 Ha. The calculation puts the HOMO energy (alpha / beta) at -14.59 / -14.59 eV. The charge is +1. Its expectation value of S² is 0.75. As for the spin multiplicity: 2.

Element x y z (Å)
C -2.360 0.116 -1.262
C -1.078 0.235 -0.482
C 0.218 -0.131 -1.365
C 1.539 0.100 -0.659
N -1.010 -0.625 0.639
H -2.460 -0.875 -1.702
H -2.455 0.847 -2.063
H -3.224 0.205 -0.612
H -0.888 1.244 -0.099
H 0.064 0.509 -2.234
H 0.122 -1.185 -1.612
H 1.995 -0.860 -0.411
H 1.533 0.711 0.241
H 2.271 0.546 -1.324
H -0.980 -1.628 0.439
H -0.287 -0.391 1.323
H 1.652 0.103 3.482
H 3.065 0.291 3.985
O 2.282 0.788 3.717

Version Q
DFT (ωB97M-V with the def2-TZVPD basis set) results for a 2-piece molecular cluster, C4H13NO overall.

The value obtained for the gap between HOMO and LUMO (alpha / beta) is 0.4077 / 0.1965 Ha. The calculation puts the HOMO energy (alpha / beta) at -14.51 / -14.49 eV. The charge is +1. Its expectation value of S² is 0.76. As for the spin multiplicity: 2.

Element x y z (Å)
C 1.228 0.365 -0.903
C 0.099 -0.623 -0.665
C -0.194 -1.468 0.614
C 0.388 -0.763 1.859
N -0.218 0.626 2.044
H 1.429 0.839 -0.030
H 1.070 0.846 -1.936
H 2.202 -0.066 -1.088
H -0.930 -0.128 -0.686
H 0.105 -1.291 -1.556
H -1.313 -1.622 0.478
H 0.184 -2.396 0.524
H 1.406 -0.912 1.804
H 0.188 -1.574 2.726
H 0.371 1.191 2.735
H -0.336 1.235 1.391
H -0.934 0.885 -3.062
H -1.217 2.284 -2.632
O -1.228 1.408 -2.301

Most stable to least stable, the ends of the list are version P and version Q.

Version P
DFT (ωB97M-V with the def2-TZVPD basis set) results for a 13-piece molecular cluster, C39H78O39 overall.

The value obtained for the gap between HOMO and LUMO is 0.3954 Ha. The calculation puts the HOMO energy at -10.36 eV. The charge is 0.

Element x y z (Å)
C -1.992 2.979 5.165
O -1.781 1.568 5.239
C -2.801 0.772 5.053
O -3.976 1.094 4.914
O -2.411 -0.499 5.223
C -3.403 -1.436 4.699
H -2.569 3.193 4.267
H -1.026 3.435 5.173
H -2.601 3.309 5.970
H -2.907 -2.415 4.643
H -3.691 -1.111 3.703
H -4.284 -1.320 5.342
C 5.018 -0.487 -2.974
O 4.851 0.083 -4.336
C 3.827 -0.421 -5.075
O 3.173 -1.344 -4.723
O 3.671 0.249 -6.235
C 4.653 1.154 -6.623
H 6.094 -0.450 -2.791
H 4.780 -1.547 -3.098
H 4.303 -0.040 -2.278
H 4.791 2.029 -5.962
H 4.250 1.541 -7.540
H 5.633 0.616 -6.786
C -0.707 -2.838 3.101
O -1.695 -3.786 2.734
C -1.850 -3.970 1.463
O -1.186 -3.521 0.567
O -2.854 -4.828 1.306
C -3.064 -5.169 -0.125
H 0.276 -3.237 2.927
H -0.828 -2.730 4.178
H -0.876 -1.876 2.582
H -3.996 -5.650 -0.039
H -2.235 -5.810 -0.546
H -3.078 -4.298 -0.672
C -5.601 -2.365 2.281
O -5.738 -2.241 0.823
C -7.015 -2.185 0.362
O -7.941 -2.049 1.088
O -6.948 -2.298 -0.956
C -8.183 -2.456 -1.616
H -5.919 -1.439 2.711
H -4.524 -2.441 2.434
H -6.154 -3.157 2.659
H -8.872 -1.697 -1.207
H -8.599 -3.483 -1.391
H -7.940 -2.235 -2.599
C -3.255 -1.092 -1.144
O -2.995 -2.333 -1.896
C -1.881 -2.241 -2.603
O -1.211 -1.262 -2.690
O -1.622 -3.359 -3.244
C -0.733 -3.228 -4.314
H -2.403 -1.003 -0.452
H -4.136 -1.374 -0.573
H -3.458 -0.316 -1.806
H -0.697 -4.245 -4.778
H 0.292 -3.135 -3.930
H -0.979 -2.491 -5.090
C -0.336 -0.141 -5.854
O -1.725 -0.367 -5.602
C -2.354 0.393 -4.698
O -3.522 0.274 -4.482
O -1.600 1.275 -4.053
C -2.197 1.890 -2.846
H 0.292 -0.606 -5.074
H -0.067 0.959 -6.008
H -0.215 -0.490 -6.820
H -1.674 2.878 -2.824
H -2.024 1.204 -2.038
H -3.291 2.109 -2.959
C 1.883 1.797 -3.916
O 2.084 3.145 -3.322
C 2.815 3.310 -2.208
O 3.496 2.431 -1.731
O 2.744 4.601 -1.927
C 3.305 4.992 -0.669
H 0.883 1.482 -3.718
H 2.595 1.131 -3.470
H 2.026 1.910 -4.991
H 3.070 5.998 -0.540
H 4.391 4.811 -0.559
H 2.765 4.455 0.080
C 4.212 2.840 3.940
O 2.892 3.179 3.450
C 2.013 2.202 3.647
O 0.787 2.396 3.589
O 2.498 0.961 3.837
C 1.611 -0.122 4.293
H 4.618 1.966 3.430
H 4.186 2.625 4.989
H 4.880 3.660 3.704
H 0.957 0.253 5.089
H 2.230 -0.888 4.663
H 1.051 -0.478 3.472
C 0.515 5.394 3.005
O 0.778 5.419 1.595
C -0.336 5.336 0.841
O -1.403 5.122 1.310
O -0.100 5.644 -0.405
C -1.238 5.632 -1.332
H -0.026 4.509 3.221
H -0.067 6.338 3.307
H 1.489 5.525 3.527
H -2.112 5.222 -0.811
H -1.041 4.915 -2.093
H -1.450 6.675 -1.767
C 3.347 -1.687 1.574
O 4.428 -1.820 2.509
C 4.290 -2.800 3.380
O 3.266 -3.435 3.661
O 5.499 -2.964 3.960
C 5.628 -4.007 4.910
H 2.610 -2.278 1.984
H 3.680 -2.253 0.746
H 3.151 -0.629 1.361
H 4.635 -4.216 5.309
H 6.264 -3.651 5.686
H 6.083 -4.853 4.474
C -5.885 0.476 -2.641
O -6.486 0.978 -1.465
C -5.675 1.370 -0.477
O -4.511 1.559 -0.571
O -6.325 1.499 0.643
C -5.528 1.996 1.767
H -5.083 1.113 -2.933
H -6.765 0.341 -3.332
H -5.531 -0.583 -2.525
H -4.984 2.884 1.475
H -4.860 1.279 2.288
H -6.236 2.484 2.444
C 6.284 -0.091 0.419
O 7.328 -1.018 0.038
C 6.883 -2.150 -0.516
O 5.804 -2.574 -0.660
O 7.957 -2.788 -0.989
C 7.677 -4.130 -1.397
H 5.778 0.332 -0.529
H 6.914 0.624 0.863
H 5.574 -0.583 1.139
H 6.953 -4.228 -2.217
H 7.297 -4.625 -0.507
H 8.680 -4.614 -1.711
C 1.582 -0.830 -1.052
O 0.583 -0.879 -0.056
C -0.107 0.226 0.109
O -0.059 1.244 -0.519
O -0.925 -0.036 1.176
C -1.844 1.059 1.680
H 2.344 -1.489 -0.708
H 2.168 0.118 -1.103
H 1.032 -1.075 -1.957
H -1.323 1.566 2.514
H -2.709 0.536 2.077
H -2.171 1.718 0.891

Version Q
DFT (ωB97M-V with the def2-TZVPD basis set) results for a 13-piece molecular cluster, C39H78O39 overall.

The value obtained for the gap between HOMO and LUMO is 0.4129 Ha. The calculation puts the HOMO energy at -10.67 eV. The charge is 0.

Element x y z (Å)
C -0.228 2.200 -3.127
O -0.875 3.453 -3.202
C -1.822 3.618 -4.142
O -2.598 2.734 -4.434
O -1.730 4.823 -4.637
C -2.520 5.169 -5.762
H -0.954 1.464 -2.777
H 0.563 2.197 -2.378
H 0.283 1.873 -4.035
H -3.363 4.510 -5.961
H -1.898 5.100 -6.656
H -2.899 6.185 -5.691
C -4.997 -4.555 0.191
O -5.582 -3.514 0.945
C -5.072 -2.327 0.982
O -4.155 -1.927 0.279
O -5.770 -1.538 1.788
C -5.339 -0.192 1.956
H -4.257 -4.215 -0.530
H -5.724 -5.172 -0.332
H -4.522 -5.228 0.908
H -5.718 0.175 2.908
H -5.780 0.510 1.242
H -4.256 -0.175 1.867
C 1.102 3.561 1.624
O 0.012 3.920 0.805
C -0.048 5.104 0.181
O 0.800 5.962 0.278
O -1.205 5.207 -0.410
C -1.561 6.445 -1.027
H 0.781 2.879 2.409
H 1.484 4.487 2.063
H 1.934 3.075 1.110
H -0.737 6.679 -1.706
H -1.578 7.224 -0.262
H -2.518 6.358 -1.524
C -2.838 3.224 3.013
O -1.693 2.713 3.651
C -1.653 1.415 4.008
O -2.618 0.691 3.965
O -0.424 1.142 4.348
C -0.025 -0.188 4.650
H -2.499 3.999 2.322
H -3.515 3.752 3.686
H -3.390 2.529 2.385
H -0.383 -0.579 5.602
H 1.060 -0.158 4.731
H -0.309 -0.781 3.782
C 4.942 4.875 3.137
O 5.676 3.657 3.200
C 5.396 2.699 2.325
O 4.651 2.808 1.385
O 6.088 1.622 2.685
C 6.087 0.520 1.794
H 3.928 4.731 2.767
H 5.455 5.535 2.439
H 4.909 5.318 4.127
H 5.163 0.408 1.225
H 6.214 -0.384 2.384
H 6.892 0.615 1.064
C -0.922 -4.712 6.593
O -1.578 -3.702 5.817
C -1.241 -3.577 4.540
O -0.380 -4.182 3.963
O -2.063 -2.691 4.007
C -2.089 -2.537 2.578
H -1.143 -4.407 7.613
H 0.159 -4.713 6.464
H -1.375 -5.671 6.355
H -2.779 -3.318 2.270
H -1.106 -2.676 2.130
H -2.386 -1.529 2.313
C 9.706 -2.766 -4.291
O 9.102 -2.172 -3.178
C 7.870 -1.654 -3.379
O 7.292 -1.690 -4.433
O 7.536 -0.976 -2.315
C 6.216 -0.444 -2.257
H 10.196 -2.058 -4.963
H 9.006 -3.372 -4.867
H 10.464 -3.494 -4.000
H 6.230 0.451 -2.876
H 5.952 -0.229 -1.223
H 5.463 -1.179 -2.546
C 2.483 -1.232 -3.901
O 1.651 -1.639 -2.839
C 0.354 -1.777 -3.116
O -0.155 -1.668 -4.193
O -0.277 -1.926 -1.956
C -1.684 -1.689 -1.879
H 1.999 -0.659 -4.698
H 2.836 -2.081 -4.493
H 3.321 -0.642 -3.544
H -1.963 -0.650 -1.718
H -1.995 -2.242 -0.996
H -2.186 -2.113 -2.747
C 6.399 -4.641 -5.473
O 5.230 -4.375 -4.706
C 5.321 -4.249 -3.405
O 6.290 -4.431 -2.705
O 4.124 -3.894 -2.941
C 4.041 -3.652 -1.543
H 6.482 -5.705 -5.686
H 7.297 -4.356 -4.932
H 6.353 -4.003 -6.349
H 4.328 -4.541 -0.983
H 3.048 -3.333 -1.251
H 4.766 -2.898 -1.228
C -5.599 0.226 -1.925
O -6.609 -0.578 -1.355
C -7.565 -0.026 -0.662
O -7.741 1.140 -0.430
O -8.366 -1.004 -0.206
C -9.426 -0.616 0.646
H -6.040 1.038 -2.500
H -4.928 -0.368 -2.545
H -4.884 0.593 -1.183
H -9.025 -0.068 1.500
H -9.888 -1.529 1.017
H -10.175 -0.064 0.076
C 2.553 -0.324 0.087
O 1.374 0.266 -0.437
C 0.262 0.071 0.267
O 0.142 -0.629 1.237
O -0.652 0.883 -0.246
C -1.858 1.177 0.490
H 3.370 -0.137 -0.602
H 2.403 -1.400 0.202
H 2.789 0.058 1.082
H -2.407 0.263 0.711
H -2.401 1.856 -0.159
H -1.534 1.693 1.388
C -7.304 4.187 1.632
O -6.933 4.327 0.276
C -5.815 3.711 -0.109
O -5.111 3.088 0.637
O -5.712 3.971 -1.402
C -4.517 3.661 -2.115
H -8.024 3.371 1.744
H -7.780 5.105 1.965
H -6.476 3.912 2.284
H -3.623 4.187 -1.783
H -4.705 3.802 -3.174
H -4.288 2.602 -1.993
C 2.172 -1.957 3.330
O 3.232 -2.855 3.582
C 3.806 -3.435 2.534
O 3.701 -3.063 1.393
O 4.496 -4.473 2.993
C 5.126 -5.300 2.032
H 1.646 -1.695 4.244
H 1.389 -2.411 2.717
H 2.521 -1.057 2.823
H 4.907 -6.360 2.192
H 6.210 -5.226 2.067
H 4.727 -5.150 1.031

Most stable to least stable, the ends of the list are version Q and version P.

Version P
DFT (ωB97M-V with the def2-TZVPD basis set) results for an isolated ion of composition C7H12N and charge +1.

The value obtained for the gap between HOMO and LUMO is 0.4221 Ha. The calculation puts the HOMO energy at -14.75 eV. The charge is +1. Its SMILES is C#CC(C)(C)[C@H]1C[NH2+]1.

Element x y z (Å)
C -2.004 -0.773 1.298
C -1.102 0.015 1.178
C 1.237 -1.414 -0.067
C 0.484 -0.450 -0.801
C 1.071 1.194 0.926
C -0.874 1.555 -0.833
C -0.092 0.663 0.096
N -0.006 -1.795 -0.609
H -2.832 -1.276 1.712
H 2.173 -1.727 -0.632
H 1.218 -1.258 1.030
H 0.634 -0.005 -1.861
H 1.335 0.666 1.779
H 2.003 1.192 0.251
H 0.913 2.274 1.232
H -0.169 2.098 -1.589
H -1.394 2.335 -0.196
H -1.528 0.987 -1.410
H -0.189 -2.435 -1.423
H -0.879 -1.848 -0.081

Version Q
DFT (ωB97M-V with the def2-TZVPD basis set) results for a 2-piece molecular cluster, C7H12N overall.

The value obtained for the gap between HOMO and LUMO (alpha / beta) is 0.1829 / 0.2499 Ha. The calculation puts the HOMO energy (alpha / beta) at -12.38 / -12.64 eV. The charge is +1.

Element x y z (Å)
C 2.500 1.339 -0.354
C 1.994 0.626 0.585
C -1.683 -0.523 -0.354
C -2.875 0.301 0.441
C -3.002 1.585 -0.203
C 0.661 0.272 0.464
C -0.424 -0.029 -0.077
N 2.784 -2.123 0.018
H 3.532 1.881 -0.226
H 1.944 1.548 -1.317
H 2.393 0.405 1.613
H -1.806 -1.567 0.101
H -1.981 -0.385 -1.485
H -3.821 -0.296 0.161
H -2.714 0.153 1.518
H -2.315 2.396 -0.161
H -3.722 1.799 -0.969
H 3.512 -2.084 0.755
H 3.053 -2.493 -0.839
H 1.970 -2.804 0.329

Most stable to least stable, the ends of the list are version P and version Q.

Version P
DFT (ωB97M-V with the def2-TZVPD basis set) results for one molecule with the formula C4H4O2S.

The value obtained for the gap between HOMO and LUMO is 0.3291 Ha. The calculation puts the HOMO energy at -8.35 eV. The charge is 0.

Element x y z (Å)
C 0.100 -0.762 1.177
C 0.064 -0.760 -0.306
C -0.316 0.295 1.859
C -0.549 0.201 -1.210
O -0.809 1.145 2.447
O 1.664 1.623 -0.384
S 1.284 0.479 -1.232
H 0.345 -1.616 1.638
H 0.167 -1.751 -0.787
H -0.811 -0.079 -2.226
H -1.138 1.225 -0.975

Version Q
DFT (ωB97M-V with the def2-TZVPD basis set) results for a 2-piece molecular cluster, C4H4O2S overall.

The value obtained for the gap between HOMO and LUMO is 0.3723 Ha. The calculation puts the HOMO energy at -9.93 eV. The charge is 0. Its SMILES is C=CC=O.O=C=S.

Element x y z (Å)
C 0.785 0.341 -0.362
C 1.140 -0.991 0.063
C -2.414 -0.667 -0.138
C 0.848 1.433 0.406
O 0.668 -1.580 1.011
O -2.498 -1.632 -0.760
S -2.524 0.719 0.588
H 0.477 0.216 -1.404
H 1.690 -1.714 -0.683
H 1.433 1.490 1.242
H 0.396 2.384 0.039

Most stable to least stable, the ends of the list are version Q and version P.